Entry 1:
Below is C41H44BN10S3SbSe4Ti as an isolated structure, with properties calculated with ωB97M-V/def2-TZVPD.

The net charge is -2. The lowest unoccupied orbital energy comes out at 3.490 eV. The value obtained for the calculated total energy is -14051.20480 a.u.

Geometry (Å):
Ti  0.199  -0.121  -0.116
N  2.115  -0.020  -0.711
S  3.354  0.560  -0.113
N  3.962  1.888  -0.702
S  4.245  3.315  -0.014
N  3.465  3.938  1.037
S  -0.027  2.978  0.252
N  0.791  1.755  0.696
C  0.788  3.956  -1.050
C  0.839  3.301  -2.276
C  1.246  3.982  -3.411
C  1.603  5.323  -3.324
C  1.580  5.964  -2.093
C  1.177  5.281  -0.954
C  0.044  4.181  1.587
C  -0.893  5.203  1.631
C  -0.928  6.054  2.725
C  -0.037  5.871  3.776
C  0.889  4.835  3.728
C  0.928  3.985  2.634
C  6.031  3.234  0.373
C  6.388  3.733  1.613
C  7.718  3.683  2.012
C  8.678  3.144  1.165
C  8.312  2.664  -0.087
C  6.984  2.712  -0.488
C  4.425  4.237  -1.559
C  4.599  5.605  -1.398
C  4.818  6.401  -2.511
C  4.858  5.826  -3.778
C  4.661  4.463  -3.929
C  4.440  3.657  -2.816
C  4.602  -0.681  -0.540
C  4.601  -1.891  0.149
C  5.448  -2.908  -0.253
C  6.287  -2.728  -1.349
C  6.267  -1.528  -2.041
C  5.423  -0.500  -1.636
C  3.648  0.604  1.684
C  2.633  0.492  2.617
C  2.956  0.446  3.967
C  4.279  0.503  4.379
C  5.292  0.576  3.433
C  4.977  0.613  2.085
H  0.544  2.259  -2.342
H  1.278  3.463  -4.361
H  1.920  5.860  -4.209
H  1.892  6.998  -2.013
H  1.194  5.768  0.014
H  -1.596  5.321  0.813
H  -1.660  6.852  2.763
H  -0.070  6.532  4.634
H  1.588  4.693  4.543
H  1.647  3.179  2.555
H  5.599  4.128  2.243
H  8.004  4.060  2.986
H  9.715  3.100  1.478
H  9.060  2.247  -0.750
H  6.689  2.342  -1.462
H  4.544  6.027  -0.401
H  4.952  7.470  -2.394
H  5.027  6.448  -4.649
H  4.661  4.017  -4.917
H  4.258  2.596  -2.918
H  3.929  -2.033  0.987
H  5.449  -3.848  0.284
H  6.944  -3.528  -1.667
H  6.903  -1.389  -2.907
H  5.381  0.436  -2.176
H  1.604  0.461  2.300
H  2.158  0.368  4.695
H  4.523  0.473  5.434
H  6.332  0.602  3.736
H  5.774  0.628  1.350
C  -2.179  -2.168  4.535
N  -1.892  -1.167  3.520
C  -2.718  0.030  3.546
C  -1.001  -1.313  2.520
N  -0.495  -0.301  1.897
N  -0.626  -2.605  2.195
C  0.164  -2.900  1.107
N  0.132  -4.195  0.714
N  0.943  -2.022  0.565
H  -2.265  -1.656  5.498
H  -1.367  -2.887  4.603
H  -3.110  -2.695  4.327
H  -2.295  0.806  4.196
H  -3.706  -0.252  3.906
H  -2.839  0.421  2.535
H  -0.804  0.591  2.257
H  -1.338  -3.328  2.406
H  -0.688  -4.736  1.005
H  0.444  -4.359  -0.229
H  1.502  -2.397  -0.195
Se  -5.621  -2.086  2.552
Sb  -4.384  -3.156  0.789
Se  -1.992  0.981  -0.613
Se  -2.375  -1.317  -0.503
Se  -3.083  -4.980  1.836
B  0.315  -1.829  -4.701
C  0.216  -1.318  -3.207
N  0.194  -0.957  -2.110
H  -0.775  -1.705  -5.219
H  1.158  -1.149  -5.259
H  0.656  -2.997  -4.659


Entry 2:
Below is a 2-piece molecular cluster, C5H12O2 overall, with properties calculated with ωB97M-V/def2-TZVPD.

The SMILES is C/C=C(/O)CC.O. The lowest unoccupied orbital energy comes out at 0.708 eV. The value obtained for the calculated total energy is -348.16055 a.u.

Geometry (Å):
C  1.601  -0.826  -1.518
C  0.861  0.408  -1.088
C  0.241  0.690  0.061
O  -0.539  1.832  0.055
C  0.358  0.008  1.399
C  -0.948  -0.436  2.073
H  1.322  -1.719  -0.948
H  1.349  -1.026  -2.567
H  2.690  -0.709  -1.468
H  0.742  1.168  -1.859
H  -1.009  1.910  0.893
H  0.851  0.742  2.055
H  1.044  -0.841  1.323
H  -1.684  0.374  2.151
H  -1.426  -1.262  1.536
H  -0.742  -0.771  3.095
O  -1.823  -0.003  -2.016
H  -1.288  -0.455  -1.352
H  -1.599  0.918  -1.826


Entry 3:
Below is C3H4O2 in the gas phase, with properties calculated with ωB97M-V/def2-TZVPD.

The lowest unoccupied orbital energy comes out at 0.723 eV. The value obtained for the calculated total energy is -267.05491 a.u.

Geometry (Å):
C  -0.503  0.272  0.707
C  0.314  0.783  -0.280
C  -0.307  0.276  -2.568
O  -0.158  1.085  -1.554
O  0.114  -0.953  -2.593
H  -0.185  0.054  1.653
H  -1.622  0.430  0.720
H  1.339  0.871  -0.178
H  0.268  -1.405  -1.714


Entry 4:
Below is a 9-piece molecular cluster, C16H52ClN4O12 overall, with properties calculated with ωB97M-V/def2-TZVPD.

The net charge is -1. The lowest unoccupied orbital energy comes out at 2.522 eV. The value obtained for the calculated total energy is -2222.60146 a.u.

Geometry (Å):
Cl  -13.581  8.753  3.301
O  -12.768  9.038  2.129
O  -13.718  7.317  3.494
O  -13.098  9.249  4.550
O  -14.843  9.226  2.932
O  -16.528  11.456  1.257
H  -16.528  10.948  2.068
H  -15.610  11.691  1.121
O  -17.467  7.339  3.036
H  -17.274  6.952  3.890
H  -16.752  7.957  2.885
O  -10.170  7.521  4.663
H  -11.045  7.887  4.534
H  -9.592  8.101  4.168
O  -14.329  5.538  5.603
H  -14.532  6.109  6.344
H  -14.125  6.139  4.886
C  -13.131  14.023  0.779
C  -12.977  12.664  1.525
C  -13.237  12.921  3.048
O  -12.188  13.742  3.582
C  -11.860  13.465  4.965
N  -13.791  11.617  0.938
H  -12.429  14.795  1.094
H  -14.191  14.275  0.756
H  -12.852  13.930  -0.271
H  -11.900  12.505  1.475
H  -13.283  11.952  3.546
H  -14.247  13.329  3.070
H  -10.984  14.060  5.223
H  -11.580  12.426  5.139
H  -12.701  13.707  5.615
H  -13.374  10.721  1.146
H  -13.586  11.685  -0.049
C  -14.423  8.195  -1.146
C  -15.408  7.091  -0.957
C  -14.827  6.297  0.300
O  -13.535  5.786  -0.079
C  -13.077  4.618  0.547
N  -16.682  7.671  -0.572
H  -13.396  7.872  -1.314
H  -14.382  9.023  -0.437
H  -14.610  8.674  -2.107
H  -15.520  6.294  -1.692
H  -15.470  5.438  0.493
H  -14.854  6.832  1.249
H  -13.045  4.984  1.574
H  -12.048  4.491  0.211
H  -13.768  3.787  0.411
H  -17.192  6.843  -0.302
H  -16.686  8.140  0.322
C  -7.997  7.085  1.845
C  -8.099  8.508  1.503
C  -7.666  9.510  2.561
O  -8.707  9.780  3.481
C  -9.736  10.582  2.925
N  -7.226  8.788  0.329
H  -7.067  6.549  1.654
H  -8.766  6.476  1.369
H  -8.119  6.876  2.908
H  -9.155  8.607  1.253
H  -7.187  10.388  2.128
H  -6.853  9.068  3.138
H  -10.535  10.642  3.664
H  -10.149  10.265  1.967
H  -9.410  11.610  2.767
H  -7.209  9.789  0.194
H  -6.260  8.615  0.567
C  -13.529  9.946  8.290
C  -14.497  8.816  8.271
C  -15.940  9.405  8.197
O  -16.872  8.359  8.383
C  -18.174  8.831  8.773
N  -14.215  8.033  7.094
H  -13.713  10.577  7.421
H  -12.575  9.419  8.283
H  -13.538  10.393  9.285
H  -14.297  8.135  9.098
H  -16.095  9.941  7.261
H  -16.171  10.246  8.851
H  -18.831  7.967  8.878
H  -18.553  9.457  7.965
H  -18.035  9.451  9.658
H  -13.362  7.575  7.380
H  -13.925  8.554  6.279


Values of max |F|, in order: 1.6 0.4 4.7 4.6, all in eV/A.
Values of frontier orbital gap, in order: 5.39 9.36 9.36 8.93, all in eV.